Entry 1:
Formula: ClH14HfO7
Source: the OMol25 dataset
Level of theory: wB97M-V/def2-TZVPD

## Properties
HOMO-LUMO gap ... 9.6 eV
Charge ... +3
LUMO energy ... -0.4255 Ha

Each line ends with the Löwdin charge.
Positions of all 23 atoms, in Å:
Hf1 0.0937 -0.2410 -0.0704  1.51
Cl1 1.1644 -0.2894 -2.3483  0.16
O1 -1.2406 1.0774 -0.8128  -0.09
H1 -1.1182 1.8392 -1.3794  0.14
H2 -2.1992 1.0090 -0.6979  0.15
O2 0.7150 -2.2320 0.2145  -0.08
H3 0.3049 -3.1046 0.1868  0.15
H4 1.5363 -2.5219 0.6327  0.14
O3 1.2747 2.3598 -0.7410  -0.08
H5 1.5184 2.8520 -1.5511  0.12
H6 1.2791 3.0369 -0.1006  0.05
O4 -0.0864 1.2207 1.4985  -0.03
H7 0.5648 1.4457 2.1784  0.15
H8 -0.7489 1.8553 1.6759  0.12
O5 -1.3965 -1.5635 -1.4025  -0.09
H9 -2.3274 -1.6110 -1.1603  0.11
H10 -1.4332 -1.8760 -2.3041  0.12
O6 -1.4255 -0.9437 1.1648  -0.06
H11 -1.8798 -1.8164 1.1273  0.16
H12 -1.9150 -0.5347 1.8941  0.15
O7 2.0778 -0.0710 0.5868  -0.10
H13 2.8542 -0.2877 0.0180  0.15
H14 2.3879 0.3968 1.3905  0.15

=====

Entry 2:
Formula: C21H40Cl3EuN2O4Si
Source: the OMol25 dataset
Level of theory: wB97M-V/def2-TZVPD

## Properties
HOMO-LUMO gap (alpha / beta) ... 4.3 / 7.0 eV
Energy above the lowest of the compared OMol25 structures with the same formula, charge and spin ... 0.0925 eV
Charge ... -1
2S+1 ... 8
<S²> ... 15.759
LUMO energy (alpha / beta) ... 0.0870 / 0.0870 Ha

Each line ends with the Löwdin charge.
Positions of all 72 atoms, in Å:
C1 -1.5313 -2.0925 -2.1806  -0.05
C2 -1.1290 -3.1359 -1.1863  -0.23
H1 -1.2453 -2.3820 -3.1951  0.06
H2 -1.0635 -1.1216 -1.9491  0.03
H3 -2.6196 -1.9248 -2.1856  0.09
C3 -0.6290 -4.3450 -1.4817  -0.14
C4 -0.4283 -4.9012 -2.8461  -0.12
H4 -0.3178 -5.0000 -0.6666  0.10
H5 -0.6456 -4.1873 -3.6444  0.05
H6 -1.0394 -5.7926 -3.0251  0.07
H7 0.6122 -5.2239 -2.9577  0.06
Eu1 -0.1814 0.2900 1.0665  1.06
Cl1 -2.6841 0.1948 1.9260  -0.34
Cl2 -0.2884 1.5796 -1.2725  -0.20
H8 0.6541 4.7548 4.6050  0.09
H9 -1.5025 5.6428 3.3429  0.09
C5 1.0143 4.4347 3.6198  -0.02
C6 -1.0320 5.2734 2.4198  -0.04
N1 -0.1243 4.1808 2.7326  -0.18
H10 1.5908 3.5074 3.7043  0.09
C7 -0.2856 2.9804 2.2134  -0.33
O1 0.5153 2.0340 2.4436  -0.19
H11 -1.8037 4.8902 1.7360  0.10
H12 -1.1710 2.8348 1.5569  0.10
H13 1.6377 5.2366 3.2072  0.09
H14 -0.4801 6.0930 1.9353  0.09
H15 1.4986 -1.6632 -2.0047  0.09
H16 2.3805 -3.7352 -0.8549  0.09
C8 2.3151 -1.0617 -1.5729  -0.04
C9 3.2377 -3.1126 -0.5467  -0.05
N2 2.8224 -1.7291 -0.3776  -0.18
H17 1.9454 -0.0554 -1.3394  0.03
C10 2.7501 -1.1990 0.8461  -0.31
O2 2.2000 -0.0985 1.1031  -0.16
H18 3.6304 -3.4776 0.4102  0.08
H19 3.2070 -1.8324 1.6240  0.13
H20 3.1260 -1.0056 -2.3143  0.09
H21 4.0216 -3.1743 -1.3142  0.08
O3 -0.0618 -1.8499 0.4272  -0.40
C11 -1.1341 -2.6631 0.2744  -0.46
C12 0.0861 -4.1653 1.9502  -0.05
C13 -1.1104 -3.7625 1.3544  -0.16
H22 1.0083 -3.6545 1.6625  0.10
C14 0.0828 -5.1870 2.9053  -0.10
H23 -2.0633 -2.0771 0.4278  0.08
C15 -2.3169 -4.3311 1.7672  -0.03
H24 1.0292 -5.4893 3.3590  0.09
C16 -1.1197 -5.8024 3.2669  -0.12
C17 -2.3238 -5.3637 2.7030  -0.10
H25 -3.2440 -3.9507 1.3400  0.12
H26 -1.1189 -6.6072 4.0026  0.09
H27 -3.2637 -5.8280 2.9958  0.09
Si1 -0.4198 4.8683 -4.3713  0.08
Cl3 -0.6609 3.4166 -5.8326  0.29
C18 1.4070 4.8847 -3.9570  -0.22
C19 -1.5059 4.3442 -2.9515  -0.25
C20 -0.9799 6.5123 -5.0880  -0.23
H28 1.7185 3.8913 -3.6087  0.03
H29 1.6263 5.6133 -3.1657  0.03
H30 2.0007 5.1460 -4.8431  0.02
H31 -0.3791 6.7829 -5.9663  0.02
H32 -0.8823 7.3170 -4.3461  0.03
H33 -2.0324 6.4608 -5.3972  0.03
H34 -1.1909 3.3530 -2.5885  -0.10
H35 -2.5553 4.2730 -3.2654  0.03
H36 -1.4335 5.0394 -2.1050  0.03
C21 0.1287 -0.2414 4.4783  -0.15
O4 0.4055 -0.9555 3.2688  -0.23
H37 -0.8370 0.2527 4.3262  0.05
H38 0.9123 0.5102 4.6564  0.07
H39 0.0673 -0.9258 5.3353  0.08
H40 1.2039 -1.4868 3.4081  0.08

=====

Entry 3:
Formula: C24H33GeN2O2S4SbW
Source: the OMol25 dataset
Level of theory: wB97M-V/def2-TZVPD

## Properties
HOMO-LUMO gap (alpha / beta) ... 5.8 / 6.0 eV
Energy above the lowest of the compared OMol25 structures with the same formula, charge and spin ... 0.6148 eV
LUMO energy (alpha / beta) ... -0.0625 / -0.0504 Ha

Each line ends with the Löwdin charge.
Positions of all 68 atoms, in Å:
W1 0.1351 0.7572 -1.8395  1.07
O1 2.1033 0.4311 -1.3016  -0.41
C1 2.6666 0.8288 -0.1727  -0.39
C2 3.6920 0.0556 0.3930  -0.01
C3 4.1697 0.3667 1.6469  -0.07
C4 3.6838 1.4687 2.3653  -0.08
C5 2.7522 2.2871 1.7721  -0.04
C6 2.2478 1.9921 0.4995  -0.18
C7 1.4655 2.9801 -0.2023  -0.06
N1 0.9864 2.8154 -1.3828  -0.09
C8 0.4264 3.9716 -2.0911  -0.17
C9 -0.2727 3.4173 -3.3219  -0.21
N2 -1.0626 2.3098 -2.7974  -0.14
C10 -2.3405 2.4010 -2.8045  -0.08
C11 -3.2107 1.7050 -1.9075  -0.18
C12 -4.5988 1.7243 -2.1128  -0.04
C13 -5.4584 1.3468 -1.1127  -0.08
C14 -4.9274 1.0227 0.1434  -0.06
C15 -3.5720 1.0274 0.3803  -0.01
C16 -2.6692 1.3102 -0.6613  -0.37
O2 -1.3754 1.2482 -0.4420  -0.32
H1 4.0556 -0.8027 -0.1548  0.12
H2 4.9269 -0.2696 2.0885  0.11
H3 4.0582 1.6906 3.3545  0.10
H4 2.4071 3.1823 2.2779  0.12
H5 1.3837 3.9228 0.3471  0.14
H6 1.2340 4.6518 -2.3656  0.13
H7 -0.2832 4.5011 -1.4481  0.13
H8 0.4520 3.0411 -4.0419  0.06
H9 -0.9100 4.1666 -3.7944  0.13
H10 -2.7969 3.1593 -3.4442  0.15
H11 -4.9803 2.0499 -3.0740  0.12
H12 -6.5268 1.3343 -1.2745  0.10
H13 -5.6002 0.7674 0.9531  0.11
H14 -3.1712 0.7959 1.3555  0.09
S1 1.1475 -3.0016 -4.5730  -0.24
Sb1 -0.6775 -1.8362 -5.0631  0.38
S2 1.4830 0.5111 -3.8174  0.03
S3 0.1421 0.4775 -5.3761  -0.17
S4 -1.1856 -0.8727 -2.5143  0.14
C17 2.5609 -2.8973 2.4187  -0.11
C18 2.8195 -3.6920 1.1452  -0.26
C19 1.6312 -3.7778 0.1876  -0.26
C20 1.3313 -2.5122 -0.6264  -0.33
Ge1 0.2286 -1.0877 0.1743  0.85
C21 -1.4654 -1.8460 0.7969  -0.33
C22 -1.4585 -2.4696 2.2009  -0.27
C23 -0.9581 -1.5766 3.3351  -0.29
C24 -1.6401 -0.2174 3.4012  -0.11
H15 3.4207 -2.9317 3.0909  0.07
H16 1.7025 -3.3044 2.9593  0.07
H17 2.3572 -1.8477 2.2076  0.03
H18 3.1176 -4.7075 1.4190  0.10
H19 3.6712 -3.2599 0.6084  0.10
H20 0.7441 -4.1010 0.7443  0.09
H21 1.8347 -4.5769 -0.5312  0.11
H22 0.7407 -2.7884 -1.5048  0.01
H23 2.2484 -2.0790 -1.0253  0.05
H24 0.8748 -0.2941 1.3231  0.00
H25 -1.7382 -2.5975 0.0504  0.06
H26 -2.2293 -1.0739 0.7247  0.03
H27 -0.8606 -3.3847 2.1887  0.09
H28 -2.4826 -2.7827 2.4352  0.11
H29 0.1206 -1.4316 3.2469  0.07
H30 -1.1186 -2.1020 4.2808  0.11
H31 -1.3775 0.4047 2.5417  0.05
H32 -1.3463 0.3277 4.2995  0.07
H33 -2.7284 -0.3289 3.4216  0.08

=====

Number 1: M 340.0 Da. Number 2: M 671.0 Da. Number 3: M 888.0 Da.